*a*
Molecular formula: C3N2O2
Method: DFT, ωB97M-V/def2-TZVPD

Computed properties:
frontier orbital gap	9.88	eV
molar mass	96.045	g mol⁻¹
SMILES	N#CC#C[N+](=O)[O-]
E_HOMO	-11.56	eV

Geometry as XYZ:
```
7
C3N2O2 ωB97M-V/def2-TZVPD
N -3.375 -0.030 -0.006
C -2.243 0.089 0.037
C -0.873 -0.037 0.053
C 0.325 0.024 -0.113
N 1.726 -0.032 -0.031
O 2.271 -1.080 0.031
O 2.169 1.066 0.030
```

Okay, here come the Löwdin numbers, in e, for every atom:
1 N 0.194
2 C -0.214
3 C 0.050
4 C 0.108
5 N -0.439
6 O 0.156
7 O 0.144

*b*
Molecular formula: C3N2O2
Method: DFT, ωB97M-V/def2-TZVPD

Computed properties:
frontier orbital gap	11.56	eV
molar mass	96.045	g mol⁻¹
E_HOMO	-11.30	eV

Geometry as XYZ:
```
7
C3N2O2 ωB97M-V/def2-TZVPD
C -0.553 0.152 1.167
C -0.029 -1.744 -0.756
C 1.052 1.028 -0.409
N -1.448 0.151 1.890
N 0.230 0.442 0.208
O -1.092 -1.431 -0.979
O 1.839 1.401 -1.121
```

Okay, here come the Löwdin numbers, in e, for every atom:
1 C -0.350
2 C 0.024
3 C -0.284
4 N 0.187
5 N 0.122
6 O 0.048
7 O 0.253

*b* takes first place; second place is 427.7 kJ/mol up.

*a*
Molecular formula: BrH12O6
Method: DFT, ωB97M-V/def2-TZVPD

Computed properties:
net charge	-1
frontier orbital gap	9.46	eV
molar mass	187.994	g mol⁻¹
E_HOMO	-6.07	eV

Geometry as XYZ:
```
19
BrH12O6 ωB97M-V/def2-TZVPD
Br -25.132 2.986 13.993
O -26.093 0.346 12.126
H -25.568 1.003 12.621
H -25.589 0.189 11.323
O -24.476 6.160 12.881
H -24.914 5.309 13.067
H -23.751 5.921 12.297
O -28.571 2.180 14.358
H -27.615 2.209 14.194
H -28.637 2.232 15.315
O -27.053 4.352 11.287
H -26.780 3.794 12.031
H -26.221 4.651 10.909
O -24.341 -0.055 15.355
H -24.558 0.838 15.027
H -24.839 -0.130 16.172
O -21.800 2.946 13.324
H -22.354 3.397 13.972
H -22.449 2.638 12.683
```

Löwdin population analysis, charges in e, atoms 1 to 8:
1 Br 0.077
2 O -0.114
3 H -0.105
4 H 0.016
5 O -0.116
6 H -0.104
7 H 0.018
8 O -0.100

*b*
Molecular formula: BrH12O6
Method: DFT, ωB97M-V/def2-TZVPD

Computed properties:
net charge	-1
frontier orbital gap	9.08	eV
molar mass	187.994	g mol⁻¹
E_HOMO	-5.82	eV

Geometry as XYZ:
```
19
BrH12O6 ωB97M-V/def2-TZVPD
Br -0.071 -0.108 0.018
O 2.010 1.846 -1.978
H 1.613 1.808 -2.857
H 1.683 1.030 -1.568
O 2.847 0.306 2.082
H 1.905 0.189 1.915
H 3.075 1.082 1.558
O -1.668 0.658 2.966
H -2.339 1.038 2.407
H -0.937 0.471 2.360
O 1.253 -3.148 0.296
H 1.814 -2.422 0.574
H 0.712 -2.756 -0.388
O -3.285 1.202 0.556
H -2.455 0.841 0.232
H -3.928 0.494 0.427
O -0.624 -1.034 -3.209
H -1.378 -0.440 -3.066
H -0.228 -1.055 -2.324
```

Löwdin population analysis, charges in e, atoms 1 to 8:
1 Br 0.053
2 O -0.117
3 H 0.022
4 H -0.079
5 O -0.098
6 H -0.058
7 H 0.027
8 O -0.113

*b* takes first place; second place is 16.0 kJ/mol up.

*a*
Molecular formula: C9H3F11N6O4S3V
Method: DFT, ωB97M-V/def2-TZVPD

Computed properties:
net charge	+1
frontier orbital gap (alpha / beta)	6.83 / 7.90	eV
molar mass	615.284	g mol⁻¹
E_HOMO (alpha / beta)	-11.63 / -11.83	eV
multiplicity	3

Geometry as XYZ:
```
37
C9H3F11N6O4S3V ωB97M-V/def2-TZVPD
V -0.175 -0.321 -0.386
F -0.141 1.665 2.284
C 0.734 2.048 1.352
F 1.462 3.020 1.805
F 1.533 0.968 1.058
S -0.260 2.463 -0.185
O -1.075 1.209 -0.264
O -0.967 3.643 0.097
N 0.730 2.539 -1.370
S 1.551 1.304 -1.934
O 0.684 0.106 -2.025
O 2.800 1.086 -1.300
C 1.810 1.817 -3.702
F 0.624 1.888 -4.281
F 2.550 0.888 -4.268
F 2.416 2.980 -3.723
F 0.608 -6.876 -1.007
C 0.059 -5.677 -1.092
C 0.805 -4.548 -0.791
F 2.074 -4.649 -0.412
C 0.200 -3.314 -0.890
F 0.949 -2.195 -0.583
C -1.122 -3.129 -1.261
S -1.847 -1.538 -1.379
C -1.849 -4.281 -1.551
F -3.123 -4.173 -1.903
C -1.272 -5.539 -1.468
F -1.984 -6.617 -1.744
N -2.604 -2.112 3.760
N -1.574 -1.726 2.996
N -0.332 -1.784 3.434
C 0.346 -1.404 2.376
N -0.478 -1.149 1.339
N -1.720 -1.361 1.766
H -2.397 -2.132 4.744
H -3.512 -1.823 3.437
H 1.420 -1.333 2.354
```

Löwdin population analysis, charges in e, atoms 1 to 8:
1 V 0.720
2 F 0.156
3 C -0.626
4 F 0.234
5 F 0.082
6 S 0.694
7 O -0.388
8 O -0.157

*b*
Molecular formula: C9H3F11N6O4S3V
Method: DFT, ωB97M-V/def2-TZVPD

Computed properties:
net charge	+1
frontier orbital gap (alpha / beta)	6.91 / 8.07	eV
molar mass	615.284	g mol⁻¹
E_HOMO (alpha / beta)	-11.88 / -12.05	eV
multiplicity	3

Geometry as XYZ:
```
37
C9H3F11N6O4S3V ωB97M-V/def2-TZVPD
V 0.223 0.445 -0.250
F -0.598 -2.792 0.403
C -1.556 -1.950 0.715
F -2.528 -2.534 1.342
F -1.000 -0.976 1.513
S -2.123 -1.105 -0.817
O -0.766 -0.653 -1.338
O -2.795 -2.080 -1.583
N -2.979 0.119 -0.404
S -2.459 1.407 0.365
O -1.121 1.838 -0.184
O -2.529 1.331 1.782
C -3.631 2.701 -0.242
F -3.474 2.842 -1.540
F -3.315 3.805 0.397
F -4.848 2.310 0.050
F 5.260 4.316 1.568
C 4.403 3.670 0.793
C 3.293 3.069 1.344
F 3.065 3.122 2.651
C 2.435 2.410 0.501
F 1.326 1.812 1.077
C 2.601 2.292 -0.859
S 1.456 1.442 -1.902
C 3.728 2.905 -1.377
F 3.974 2.839 -2.681
C 4.619 3.585 -0.569
F 5.690 4.157 -1.098
N 4.280 -2.811 -0.357
N 3.253 -2.100 0.186
N 3.003 -2.133 1.486
C 2.024 -1.252 1.572
N 1.722 -0.725 0.371
N 2.541 -1.308 -0.522
H 4.527 -3.601 0.216
H 4.172 -2.936 -1.351
H 1.548 -0.984 2.501
```

Löwdin population analysis, charges in e, atoms 1 to 8:
1 V 0.743
2 F 0.184
3 C -0.666
4 F 0.233
5 F 0.078
6 S 0.708
7 O -0.401
8 O -0.163

*b* takes first place; second place is 55.7 kJ/mol up.